(1)
{"formula": "C41H29AsN8Os", "method": "the ωB97M-V functional and the def2-TZVPD basis", "species": ["Os", "As", "N", "N", "N", "N", "N", "N", "N", "N", "C", "C", "C", "C", "C", "C", "C", "C", "C", "C", "C", "C", "C", "C", "C", "C", "C", "C", "C", "C", "C", "C", "C", "C", "C", "C", "C", "C", "C", "C", "C", "C", "C", "C", "C", "C", "C", "C", "C", "C", "C", "H", "H", "H", "H", "H", "H", "H", "H", "H", "H", "H", "H", "H", "H", "H", "H", "H", "H", "H", "H", "H", "H", "H", "H", "H", "H", "H", "H", "H"], "coordinates": [[-0.4153, -0.3603, 0.3912], [-0.4904, 2.1465, -1.2195], [-2.1126, 0.6253, 0.8028], [-1.3535, -1.3559, -1.0619], [-1.3190, 1.9990, 2.6151], [0.4594, 0.5158, 1.9576], [2.5075, -0.7477, 2.0117], [0.3554, -2.9641, -1.5980], [1.1818, -1.5318, 0.1582], [-3.4925, -0.2549, -0.9677], [-2.2453, 1.5959, 1.7499], [-4.2254, 1.5159, 0.5950], [-2.8441, 6.2889, -2.3154], [-2.8944, -3.9678, -4.5495], [-2.6429, -1.1305, -1.4755], [2.2519, -1.5808, 1.0206], [3.0301, 2.1063, 5.4543], [-2.4860, 5.2570, -1.4611], [3.0644, -2.7610, 0.7087], [-4.2155, 3.1855, 2.3460], [-1.1451, 4.9497, -1.2424], [-1.9565, 2.1422, -2.4906], [1.9866, 1.0806, 3.5896], [-4.0759, -2.2145, -3.3551], [4.0145, -5.1664, -0.2213], [-4.0222, -3.1827, -4.3650], [2.4311, -3.4110, -0.3541], [-0.7707, 3.8677, -0.2775], [3.0792, 1.1650, 4.4200], [-2.9501, -2.0396, -2.5873], [-5.5076, 1.8374, 0.2100], [-6.1524, 2.8562, 0.9195], [-0.1047, 1.4928, 2.7399], [-1.8636, 7.0115, -2.9811], [-0.5245, 6.7149, -2.7692], [-1.8095, -2.8235, -2.7811], [-5.5209, 3.5143, 1.9660], [1.6978, 0.2140, 2.4428], [1.2391, -2.6210, -0.6788], [2.8869, -4.6137, -0.8389], [4.6474, -4.5181, 0.8281], [1.9102, 2.9020, 5.6418], [-0.1686, 5.6868, -1.9078], [-1.7638, -3.8080, -3.7397], [4.1785, -3.2923, 1.3131], [-3.2622, 0.5375, 0.0762], [0.9658, 2.5422, -2.4331], [-0.8267, -2.3853, -1.7848], [0.7909, 2.7881, 4.8088], [-3.5878, 2.1803, 1.6458], [0.8568, 1.8807, 3.7793], [1.8473, 2.8539, -1.8758], [2.3791, -5.1166, -1.6517], [0.2422, 7.2878, -3.2738], [-4.8788, -3.3291, -5.0096], [-3.2547, 4.7016, -0.9307], [-1.9083, 1.2397, -3.1004], [4.3875, -6.1251, -0.5563], [1.8971, 3.6114, 6.4584], [0.1642, 4.0785, 0.2419], [3.8710, 2.2009, 6.1280], [-6.0487, 4.2966, 2.4953], [-3.7121, 3.7004, 3.1540], [-0.1000, 3.3807, 4.9736], [-0.8908, -4.4377, -3.8500], [-5.9893, 1.3177, -0.6084], [0.8799, 5.4781, -1.7233], [5.5125, -4.9761, 1.2889], [-4.9730, -1.6361, -3.1759], [-2.8918, -4.7236, -5.3236], [-3.8880, 6.5340, -2.4613], [-2.1418, 7.8042, -3.6627], [-2.9215, 2.1783, -1.9894], [0.6607, 3.3309, -3.1180], [1.2080, 1.6472, -3.0038], [-7.1614, 3.1368, 0.6468], [-1.5548, 3.7054, 0.4598], [-1.8519, 3.0115, -3.1372], [3.9303, 0.5105, 4.2816], [4.6617, -2.7869, 2.1392]], "mulliken_charge": [0.3847, 0.7002, -0.2626, -0.2746, -0.3514, -0.2646, -0.5946, -0.6044, -0.3593, -0.3189, -0.2421, 0.3687, -0.7279, -0.7421, -0.1021, 0.2257, -0.7342, -0.1001, 0.1225, -0.0158, -0.1608, -1.3002, -0.0969, -0.0372, -0.6669, -0.7526, 0.1209, -0.4737, -0.0281, 0.2277, 0.0223, -0.7461, 0.0606, -0.5009, -0.7596, -0.0819, -0.7733, 0.5508, 0.2569, -0.1497, -0.6689, -0.7628, -0.2272, 0.0105, -0.1259, -0.2653, -1.2332, 0.5313, 0.0222, 0.2600, 0.0885, 0.3880, 0.5781, 0.4065, 0.4260, 0.3512, 0.4201, 0.4226, 0.4278, 0.6687, 0.4275, 0.4398, 0.6074, 0.6018, 0.5878, 0.6222, 0.4479, 0.4206, 0.6010, 0.4300, 0.4308, 0.4126, 0.2825, 0.4901, 0.4116, 0.4443, 0.1096, 0.5288, 0.5895, 0.5777], "orbital_gap_ev": [4.12, 4.13], "charge": 2, "e_homo_ev": [-12.76, -12.77]}


(2)
{"formula": "C41H29F3IrN3O3P", "method": "the ωB97M-V functional and the def2-TZVPD basis", "species": ["Ir", "P", "F", "F", "F", "O", "O", "O", "N", "N", "N", "C", "C", "C", "C", "C", "C", "C", "C", "C", "C", "C", "C", "C", "C", "C", "C", "C", "C", "C", "C", "C", "C", "C", "C", "C", "C", "C", "C", "C", "C", "C", "C", "C", "C", "C", "C", "C", "C", "C", "C", "C", "H", "H", "H", "H", "H", "H", "H", "H", "H", "H", "H", "H", "H", "H", "H", "H", "H", "H", "H", "H", "H", "H", "H", "H", "H", "H", "H", "H", "H"], "coordinates": [[-0.0843, 0.1730, -0.3605], [-2.0908, 1.1309, 2.1385], [-6.7320, 3.5389, -5.9982], [-7.5071, 4.5326, -4.2365], [-8.0152, 2.4648, -4.6310], [-0.6614, -1.6313, -1.1207], [1.0011, 1.6570, 0.4118], [0.1369, -5.0137, 1.2710], [0.2412, -2.4115, 0.8289], [-1.1365, -0.0621, 1.6725], [0.6417, -1.1464, 0.9874], [-5.8179, 2.9025, -3.9259], [2.2057, 2.6965, 2.1222], [-0.5019, 4.7567, 1.2144], [1.4010, 1.6356, 1.6808], [2.6273, 2.7747, 3.4352], [-5.4511, 3.5013, -2.7865], [-7.0162, 3.3704, -4.6943], [-0.7241, -3.9757, -0.7427], [-0.1834, 5.2843, 2.4582], [-3.9392, -0.0869, 0.4893], [-1.3693, -4.1642, -1.9691], [-3.8084, 1.6403, 4.2743], [-5.0021, 2.3596, -0.5687], [-0.8455, -6.3610, -0.3678], [-3.9680, 2.3247, 0.4890], [1.0534, 0.6347, 2.6139], [-2.8742, 0.7616, 3.7263], [-1.0570, 3.3185, 3.5243], [-0.4513, 4.5618, 3.6115], [-5.0813, 1.7788, -4.4561], [-5.6246, 1.0394, -0.8244], [0.1553, -0.5026, 2.2174], [-0.4619, -5.0925, 0.0709], [-2.3162, 1.5331, -2.0626], [-1.7442, -5.4197, -2.3960], [-1.2619, 1.1309, -1.5274], [-5.0697, -0.1077, -0.3519], [-3.4308, 1.1563, 0.9324], [-3.9449, 1.3618, -3.8443], [-4.3353, 2.9863, -1.9527], [-1.4755, -6.5203, -1.5840], [2.2691, 1.7974, 4.3567], [-4.4274, 1.3354, 5.4737], [-3.4684, 1.9734, -2.6437], [-4.1184, 0.1507, 6.1326], [-1.4023, 2.7939, 2.2793], [-2.5842, -0.4309, 4.3777], [1.4890, 0.7357, 3.9296], [-1.1008, 3.5121, 1.1203], [-0.3501, -2.6107, -0.3466], [-3.2023, -0.7326, 5.5841], [-4.0505, 2.5642, 3.7612], [-3.7265, 3.8148, -1.5843], [-3.4667, -1.0054, 0.8093], [-1.2444, 2.7525, 4.4272], [3.2433, 3.6104, 3.7452], [-0.1782, 4.9588, 4.5802], [-5.7621, 3.1088, -0.3242], [-6.4970, 1.0045, -1.4662], [-1.3089, 3.0860, 0.1465], [-4.6008, -0.0852, 7.0724], [1.2044, -0.0419, 4.6314], [-5.5037, -1.0635, -0.6184], [-2.9713, -1.6611, 6.0892], [-1.7637, -7.5132, -1.9061], [0.0685, -1.2345, 3.0260], [0.2920, 6.2546, 2.5274], [-1.5616, -3.2909, -2.5777], [-3.5925, 3.2764, 0.8432], [-0.2658, 5.3062, 0.3123], [-3.3586, 0.5531, -4.2595], [-5.1517, 2.0194, 5.8964], [0.3187, -4.0662, 1.4595], [-1.8915, -1.1330, 3.9324], [2.4765, 3.4551, 1.3990], [2.6007, 1.8571, 5.3846], [-6.0066, 4.3525, -2.4125], [-2.2383, -5.5483, -3.3494], [-5.4253, 1.3059, -5.3662], [-0.6336, -7.2055, 0.2744]], "mulliken_charge": [2.1080, 1.6811, -0.2637, -0.2879, -0.2632, -0.6905, -0.9261, -0.6772, -0.8640, -0.7180, -0.5330, 0.2672, -0.2742, -1.0325, 0.5590, -0.4963, -1.1584, 0.8524, 0.5034, -0.7114, -0.8789, -0.4891, -0.4807, 0.2045, -0.6577, -1.2908, 0.3420, 0.1484, -1.0059, -0.7786, -0.9414, -1.0966, 0.3930, 0.2789, 0.1841, -0.7470, -1.1278, -0.8622, 0.8243, -0.8426, 0.8063, -0.3408, -0.8460, -0.7596, 0.4608, -0.4848, 0.6108, -0.5314, -0.7346, 0.2355, 0.4835, -0.8530, 0.4146, 0.6558, 0.5243, 0.4448, 0.4102, 0.4245, 0.7843, 0.4885, 0.0899, 0.4018, 0.3877, 0.4413, 0.4473, 0.3645, 0.7664, 0.4057, 0.5009, 0.7410, 0.4632, 0.4807, 0.4207, 0.5907, 0.3735, 0.4980, 0.4184, 0.4885, 0.4167, 0.4263, 0.4326], "spin_multiplicity": 2, "orbital_gap_ev": [6.08, 5.45], "charge": 0, "e_homo_ev": [-7.47, -7.13]}


(3)
{"formula": "C41H30F4N7O2Ti", "method": "the ωB97M-V functional and the def2-TZVPD basis", "species": ["Ti", "F", "F", "F", "F", "O", "O", "N", "N", "N", "N", "N", "N", "N", "C", "C", "C", "C", "C", "C", "C", "C", "C", "C", "C", "C", "C", "C", "C", "C", "C", "C", "C", "C", "C", "C", "C", "C", "C", "C", "C", "C", "C", "C", "C", "C", "C", "C", "C", "C", "C", "C", "C", "C", "C", "H", "H", "H", "H", "H", "H", "H", "H", "H", "H", "H", "H", "H", "H", "H", "H", "H", "H", "H", "H", "H", "H", "H", "H", "H", "H", "H", "H", "H", "H"], "coordinates": [[-0.0187, -0.1768, -0.0977], [5.5155, -4.2201, 0.6294], [4.1940, -7.2931, -2.7238], [4.1040, -2.3513, -0.5305], [2.7850, -5.4072, -3.8843], [-1.4473, 1.2192, 0.0086], [1.0641, 0.7828, 0.9541], [-1.4104, -0.8332, 1.5268], [0.5126, 1.3908, -1.6165], [-1.5926, -1.0196, -1.5831], [6.7607, -6.6616, 1.9908], [1.5070, -2.7451, -5.2000], [1.5343, -0.9027, -1.4616], [5.6944, -9.3628, -1.0435], [2.5392, -2.7817, -2.8466], [6.2357, -6.7274, 0.9669], [2.5704, -4.6704, 2.1431], [0.0387, 1.1873, -2.9762], [5.6311, -8.2515, -0.7447], [-2.7061, -1.6288, -0.7775], [0.6598, -2.0746, 0.5446], [-1.5864, 1.4201, 2.3648], [4.8382, -4.5472, -0.4686], [-1.5335, 1.9864, 1.0747], [2.8390, 3.5980, 2.3658], [1.3804, -5.5227, 0.2302], [-1.5929, 3.3831, 0.9613], [-1.0516, -2.0710, -2.4798], [3.3634, -3.7980, -2.2541], [2.7846, -6.9863, 1.5218], [-1.6546, 3.6084, 3.3713], [-1.4834, 1.1703, -3.0526], [4.1018, -3.5717, -1.0783], [-1.6297, 4.1722, 2.0927], [2.0466, -1.7391, -2.0784], [-1.7666, -0.0129, 2.4398], [1.9997, -2.8163, -4.1589], [1.1418, -3.1570, 0.8139], [-2.2818, 0.0029, -2.4374], [3.1114, -5.9278, 2.3597], [1.9187, -6.7795, 0.4555], [1.6968, -4.4533, 1.0762], [1.7546, 2.8034, -0.0691], [2.3959, 4.0368, 0.0553], [4.9098, -5.8709, -0.9666], [1.1866, 2.4357, -1.3597], [2.9330, 4.4404, 1.2619], [5.5938, -6.9057, -0.2886], [-1.9561, -2.1956, 1.6027], [2.2182, 2.3664, 2.2663], [-2.3044, -2.7229, 0.2036], [-1.6639, 2.2358, 3.4960], [3.4703, -5.0970, -2.7787], [1.6744, 1.9667, 1.0510], [4.1994, -6.0813, -2.1715], [-1.7411, 1.2277, -4.1116], [-1.8305, 2.0951, -2.5913], [-0.4426, -1.6219, -3.2588], [0.7161, -5.3565, -0.6096], [3.8032, -6.0811, 3.1776], [-1.5775, 3.8212, -0.0289], [-2.8563, -2.1679, 2.2220], [-1.6413, 5.2499, 1.9853], [-2.3333, -0.3932, 3.2937], [0.3967, 1.9994, -3.6164], [1.3751, 3.1482, -2.1679], [-1.6869, 4.2409, 4.2473], [-1.7257, 1.7753, 4.4759], [1.6688, -7.5971, -0.2094], [-1.8777, -2.6056, -2.9588], [-3.1403, -3.4177, 0.2996], [-0.4357, -2.7727, -1.9230], [2.1383, 1.6984, 3.1131], [-2.7760, -0.5515, -3.2417], [-3.4272, -2.0262, -1.4999], [-3.1907, -0.8105, -0.2455], [0.4767, 0.2640, -3.3529], [2.4643, 4.6810, -0.8138], [-1.2267, -2.8528, 2.0712], [-3.0626, 0.4398, -1.8228], [3.4246, 5.3995, 1.3465], [3.2583, 3.9058, 3.3149], [2.8307, -3.8409, 2.7876], [-1.4679, -3.2975, -0.1867], [3.2130, -7.9658, 1.6935]], "mulliken_charge": [-0.9027, -0.4149, -0.3697, -0.4722, -0.3686, -0.0131, -0.0855, 0.6699, 0.7698, 1.3663, -0.6015, -0.6789, 0.0800, -0.5851, -0.2901, 0.0045, -0.4056, -1.1487, -0.0816, -1.4175, -0.1041, 0.5504, 0.2453, 0.0797, -0.5143, -0.3178, -0.5723, -1.3939, 0.8188, -0.6484, -0.8178, -0.7367, 0.6073, -0.6453, 0.3307, -0.4935, -0.2385, 0.5922, -1.1740, -0.6923, -0.7943, 0.2658, 0.8199, -0.8195, 0.5083, -0.1541, -0.8446, 0.6819, -1.3099, -0.7044, -0.1640, -0.6064, 0.1995, 0.4460, 0.2431, 0.5447, 0.2774, 0.4739, 0.4427, 0.4413, 0.4453, 0.7109, 0.4387, 0.4263, 0.5695, 0.1925, 0.4237, 0.4652, 0.4428, 0.2825, 0.4934, 0.1429, 0.5225, 0.6260, 0.6970, 0.4556, 0.0913, 0.4206, 0.1640, 0.4322, 0.4155, 0.4406, 0.4858, -0.1555, 0.4932], "spin_multiplicity": 2, "orbital_gap_ev": [6.48, 5.83], "charge": 0, "e_homo_ev": [-7.33, -7.97]}


Question: Which formula does entry 3 have?
Answer: C41H30F4N7O2Ti


Question: What is the formula in the second record?
Answer: C41H29F3IrN3O3P